[1]
{"formula": "C10H19N2O11P2ReSb", "method": "wB97M-V/def2-TZVPD", "total_energy_ha": -2330.487371, "e_lumo_ha": [-0.3080, -0.3002], "charge": 2, "multiplicity": 2, "gap_ev": [7.42, 7.50], "e_homo_ev": [-15.804, -15.667], "species": ["Re", "Sb", "P", "P", "O", "O", "O", "O", "O", "O", "O", "O", "O", "O", "O", "N", "N", "C", "C", "C", "C", "C", "C", "C", "C", "C", "C", "H", "H", "H", "H", "H", "H", "H", "H", "H", "H", "H", "H", "H", "H", "H", "H", "H", "H", "H"], "coordinates": [[-0.01034, -0.12901, 0.47854], [-0.00702, 0.00358, 3.12434], [-0.75603, -3.16847, -0.42125], [-2.62407, -0.80503, -0.67742], [-3.04334, -3.04174, -1.79858], [0.32911, 1.73828, 0.31332], [4.68339, 3.52339, -0.22784], [-0.10630, -2.85339, -1.83338], [6.17937, 1.88378, -0.35249], [-0.07497, -2.02150, 0.50184], [-1.56488, -0.36002, -1.77517], [1.76152, 3.48239, 0.12708], [-4.06395, -0.42153, -1.07174], [-2.06814, -0.10795, 0.58685], [-0.64546, -4.53061, 0.06972], [3.10878, -0.82261, 0.05627], [2.07957, 0.02349, 0.17991], [5.05007, 2.24114, -0.21735], [-2.53788, -2.60716, -0.55052], [-3.33578, -3.10208, 0.65808], [4.26122, -0.14980, -0.11313], [2.59331, 1.24823, 0.09139], [1.57271, 2.31212, 0.19397], [-0.20402, -1.92236, 3.92998], [1.79181, 0.82012, 3.82757], [-1.57337, 1.24293, 3.75063], [3.97284, 1.20157, -0.08795], [-1.21321, -2.28812, 3.75625], [-0.00660, -1.87559, 4.99929], [-1.61745, -0.78089, -2.65190], [5.21082, -0.64668, -0.23831], [1.76266, 0.87166, 4.91484], [3.72720, 3.64423, -0.10709], [-4.39684, -2.90079, 0.51121], [1.91083, 1.82294, 3.42141], [-1.40674, 2.23290, 3.33187], [-3.34231, -3.95997, -1.73568], [2.96603, -1.82184, 0.07318], [-1.56459, 1.28786, 4.83809], [-3.17853, -4.17549, 0.76767], [-3.00936, -2.62210, 1.58183], [0.07778, -3.65613, -2.34945], [-2.51536, 0.83416, 3.39547], [-4.35019, 0.50709, -1.10006], [0.51704, -2.57008, 3.43765], [2.61399, 0.18089, 3.51256]], "forces_ev_per_angstrom": [[-0.6371, 0.4644, 0.7943], [0.3197, -0.0461, -0.1476], [-0.0197, 0.3415, 0.4336], [0.4795, 0.3927, 0.4280], [0.0789, -0.0757, -0.0194], [0.3768, 0.3380, -0.3895], [0.0009, -0.3578, 0.1406], [0.0474, -0.0651, -0.0589], [0.0531, -0.0526, 0.1294], [0.1226, -0.8586, -0.6366], [-0.1251, 0.0764, -0.2257], [0.0686, 0.0575, 0.1613], [-0.0684, -0.0056, 0.1590], [-0.3407, -0.3203, -0.6832], [-0.0183, 0.0187, 0.0189], [0.0897, 0.1392, -0.0385], [0.3230, -0.4488, 0.1516], [-0.0461, 0.3774, -0.3919], [-0.0786, -0.0025, 0.0675], [0.0221, -0.0475, -0.0764], [-0.0456, -0.2349, 0.0616], [-0.1662, 0.0960, 0.0796], [-0.4440, 0.0022, -0.2007], [-0.0336, -0.0393, 0.0338], [0.0607, 0.0347, 0.0367], [-0.0451, 0.0293, 0.0141], [0.1180, 0.0072, 0.1004], [0.0033, -0.0243, -0.0003], [-0.0003, -0.0196, 0.0022], [0.0466, -0.0011, 0.0381], [-0.0041, 0.0147, -0.0040], [0.0061, -0.0022, -0.0047], [-0.0507, 0.1270, -0.0256], [-0.0011, 0.0149, -0.0086], [0.0405, 0.0066, 0.0133], [-0.0563, 0.0319, 0.0182], [-0.0528, 0.0032, -0.0067], [-0.0171, -0.0178, 0.0019], [-0.0209, 0.0193, 0.0052], [-0.0190, -0.0024, -0.0047], [0.0361, 0.0034, -0.0209], [-0.0266, 0.0889, 0.0054], [-0.0320, 0.0298, 0.0055], [0.0202, -0.0682, -0.0117], [-0.0112, -0.0611, 0.0343], [0.0466, 0.0365, 0.0213]], "mulliken_spin": [0.9287, -0.0217, 0.0210, 0.0041, 0.0013, 0.0125, 0.0001, 0.0019, 0.0004, 0.0109, 0.0036, 0.0398, -0.0020, 0.0323, -0.0026, 0.0048, -0.0177, -0.0001, 0.0021, -0.0026, 0.0058, 0.0189, -0.0339, 0.0006, 0.0010, -0.0031, 0.0001, -0.0003, -0.0006, -0.0007, 0.0001, -0.0008, -0.0002, 0.0001, -0.0006, -0.0010, -0.0002, 0.0001, -0.0018, 0.0002, 0.0007, -0.0008, -0.0003, 0.0007, -0.0004, 0.0000]}

[2]
{"formula": "C31H30ClN2NaOPS", "method": "wB97M-V/def2-TZVPD", "total_energy_ha": -2745.993185, "e_lumo_ha": -0.0726, "charge": 1, "multiplicity": 1, "gap_ev": 9.09, "e_homo_ev": -11.063, "species": ["Cl", "S", "P", "Na", "O", "N", "N", "C", "C", "C", "C", "C", "C", "C", "C", "C", "C", "C", "C", "C", "C", "C", "C", "C", "C", "C", "C", "C", "C", "C", "C", "C", "C", "C", "C", "C", "C", "C", "H", "H", "H", "H", "H", "H", "H", "H", "H", "H", "H", "H", "H", "H", "H", "H", "H", "H", "H", "H", "H", "H", "H", "H", "H", "H", "H", "H", "H", "H"], "coordinates": [[1.18021, -1.88633, -0.71612], [1.31717, 1.00197, 4.52038], [-1.91231, -1.85220, 0.16133], [0.04073, 0.18236, 0.19594], [-0.40869, 2.15205, 0.23864], [1.37644, -0.20427, 2.23853], [-0.74026, 4.39333, 0.26654], [1.50670, -1.19649, 3.21768], [-1.84563, -1.29230, 4.75879], [1.70335, -2.55871, 2.98218], [-1.99286, -0.21359, 3.89802], [1.04391, -4.56529, -0.76192], [-4.00613, -2.61927, -1.46055], [-2.67211, 2.94992, 0.21009], [-1.03064, -3.42550, -0.17610], [1.82109, -3.41085, 4.06005], [-1.68593, -2.78084, 2.86971], [-4.63300, -2.39079, 0.85103], [-0.94084, -5.84357, -0.30785], [-5.30142, -2.98938, -1.78405], [-1.69658, -2.57346, 4.24395], [-3.07356, 3.33923, 1.67806], [1.46286, -0.72442, 4.53499], [1.75011, -2.92964, 5.37545], [-1.64606, -4.67203, -0.07689], [-1.01841, 4.67650, 2.67545], [-5.93735, -2.74953, 0.52092], [0.40392, -5.78968, -0.64831], [-1.98285, -0.42336, 2.52417], [-6.27137, -3.05381, -0.79013], [0.32052, -3.40693, -0.53202], [-3.65459, -2.33080, -0.13717], [-0.00970, 4.67695, 1.52302], [1.57406, -1.58396, 5.62874], [1.29743, 0.95855, 2.79847], [-1.83391, -1.70742, 1.99276], [-1.18244, 3.10616, 0.14893], [-1.93508, 3.43161, 2.72997], [-3.15711, 3.61320, -0.50787], [1.97779, -4.46967, 3.88767], [1.22028, 1.88318, 2.22823], [-2.10031, 0.78908, 4.29547], [0.95932, -6.70090, -0.83469], [1.85282, -3.61923, 6.20523], [-1.83843, -1.13394, 5.83194], [-1.32308, 2.52232, 2.69945], [2.08936, -4.50430, -1.04191], [-1.48338, 5.06071, 0.12312], [-1.54332, -3.78267, 2.48312], [-1.64727, 5.56848, 2.58469], [-1.56595, -3.41677, 4.91497], [-2.95576, 1.92842, -0.03034], [-3.60852, 4.29095, 1.66707], [-2.09886, 0.42506, 1.85319], [-2.69905, -4.71936, 0.17824], [0.50861, 5.62891, 1.43857], [-5.55759, -3.22189, -2.81138], [1.76301, -2.93334, 1.96671], [1.54203, -1.20403, 6.64377], [-0.48219, 4.77401, 3.62283], [-4.38865, -2.16915, 1.88267], [-7.28673, -3.33626, -1.04019], [-1.44358, -6.80021, -0.23026], [-6.69173, -2.79776, 1.29823], [0.74110, 3.90360, 1.65188], [-3.78822, 2.59503, 2.03068], [-3.25167, -2.56651, -2.24025], [-2.41991, 3.42674, 3.70652]], "forces_ev_per_angstrom": [[0.3890, -0.5983, -0.2916], [0.0065, 0.0175, 0.0315], [-0.3583, -0.1525, 0.1952], [0.2070, -0.5012, 0.1912], [-0.3886, 1.0171, -0.0509], [0.0562, 0.0733, 0.2012], [0.1876, -0.0380, 0.1010], [-0.0483, 0.1381, -0.1137], [-0.0325, -0.0355, 0.0186], [-0.0891, -0.0889, -0.0979], [0.0123, -0.0041, -0.0891], [0.0833, 0.0906, -0.0592], [0.0463, 0.0092, 0.0360], [-0.0054, 0.0602, 0.0026], [0.2183, 0.1868, 0.0782], [0.0062, -0.0016, -0.0352], [0.0316, 0.0336, 0.0532], [-0.0039, -0.0351, -0.0163], [0.0006, -0.0377, -0.0326], [0.0278, 0.0182, -0.0086], [0.0749, -0.0753, -0.0336], [0.1631, -0.0052, -0.0363], [0.0863, 0.0431, -0.0132], [-0.0098, 0.0535, 0.0212], [-0.0321, -0.0714, -0.0008], [-0.0807, -0.0631, -0.1123], [0.0232, 0.0085, 0.0214], [-0.0342, -0.0419, 0.0294], [-0.0097, -0.0372, 0.0329], [-0.0007, 0.0184, 0.0356], [-0.2533, -0.1051, 0.0369], [0.0166, 0.0079, -0.1472], [-0.2305, -0.0831, -0.0653], [0.0393, 0.0081, -0.0067], [0.0148, 0.0455, -0.0006], [-0.0683, -0.0156, -0.0351], [0.1180, -0.0113, 0.3617], [0.0416, 0.0281, -0.1368], [-0.0377, -0.0179, 0.0297], [-0.0077, 0.0754, 0.0208], [-0.0302, -0.2309, 0.1298], [-0.0217, -0.0481, -0.0262], [-0.0329, 0.0510, 0.0095], [-0.0159, 0.0403, -0.0585], [-0.0136, -0.0183, -0.0836], [-0.0076, 0.0320, 0.0107], [-0.0927, -0.0023, 0.0308], [-0.0908, 0.1032, 0.0125], [-0.0407, 0.0053, -0.0012], [-0.0087, 0.0045, 0.0489], [-0.0332, 0.0942, -0.0739], [0.0227, -0.0588, -0.0006], [0.0341, 0.0012, -0.0199], [-0.0296, -0.0068, 0.0178], [0.0508, 0.0015, -0.0061], [-0.0167, 0.0265, -0.0389], [0.0258, 0.0184, 0.0687], [-0.0115, 0.0549, 0.0545], [0.0033, -0.0397, -0.0835], [0.0043, -0.0186, -0.0260], [0.0293, 0.0005, -0.0145], [0.0462, 0.0057, 0.0129], [0.0282, 0.0631, 0.0085], [0.0555, 0.0085, -0.0522], [0.0682, -0.0362, -0.0572], [-0.0121, 0.0078, -0.0235], [-0.0489, -0.0020, 0.0190], [-0.0212, 0.0295, 0.0267]], "mulliken_charge": [-0.1721, -0.2264, 0.0537, 0.9437, -0.7391, -0.3524, -0.1486, -0.5113, -0.7229, -0.3890, -0.3837, -0.5041, -0.3122, -0.5932, -0.1050, -0.6442, -0.4688, -0.2180, -0.7384, -0.6668, -0.7177, -0.8150, 1.0593, -0.5467, -0.2007, -0.7737, -0.6886, -0.5284, -0.0227, -0.5002, 0.2920, 0.0507, -0.5446, -0.4648, -0.1419, 1.1622, 0.1756, 0.5983, 0.4179, 0.4395, 0.5056, 0.3729, 0.4155, 0.4233, 0.4191, -0.7437, 0.5065, 0.3267, 0.4132, 0.2965, 0.4283, 0.1156, 0.4427, 0.0942, 0.4834, 0.3955, 0.4096, 0.4228, 0.4646, 0.4236, 0.3995, 0.4015, 0.4228, 0.4099, 0.0906, 0.4239, 0.3746, 0.5096]}

[3]
{"formula": "C14H18F4N2O16", "method": "wB97M-V/def2-TZVPD", "total_energy_ha": -2256.941641, "e_lumo_ha": -0.0147, "multiplicity": 1, "gap_ev": 10.70, "smiles": "O=C1OC[C@@H](F)O1.O=C1OC[C@@H](F)O1.O=C1OC[C@@H](F)O1.O=C1OC[C@@H](F)O1.C[N+](=O)[O-].C[N+](=O)[O-]", "e_homo_ev": -11.099, "species": ["F", "F", "F", "F", "O", "O", "O", "O", "O", "O", "O", "O", "O", "O", "O", "O", "O", "O", "O", "O", "N", "N", "C", "C", "C", "C", "C", "C", "C", "C", "C", "C", "C", "C", "C", "C", "H", "H", "H", "H", "H", "H", "H", "H", "H", "H", "H", "H", "H", "H", "H", "H", "H", "H"], "coordinates": [[2.66208, -2.46629, 0.51893], [-1.98669, 5.21213, -0.55630], [2.75003, -4.35129, -2.00149], [-0.92169, 2.84931, 2.83078], [-3.30155, -0.29972, -1.47526], [-2.32751, 0.90967, -0.00887], [-0.59715, 4.84731, 1.85397], [0.24130, -3.95656, 0.02149], [2.17741, -0.43830, 1.48099], [-4.02101, 6.22160, -0.67963], [0.63959, 5.07458, 3.71346], [-0.78869, -5.81903, -0.22843], [-0.47051, 6.84511, 2.91279], [-3.95307, 5.32628, -2.71126], [3.15613, -3.90783, -4.18381], [1.40013, -1.50071, 3.27926], [0.50695, 0.47763, 2.68967], [0.92707, -3.87520, -4.38610], [2.15938, -5.03744, -5.86195], [-4.75731, 7.39372, -2.42045], [-2.48927, -0.13131, -0.59745], [0.12465, -5.15300, 0.17159], [2.98462, -1.58221, 1.55232], [-1.74746, -1.33872, -0.15338], [1.24916, -3.01581, -3.31759], [2.68432, -3.37284, -2.98565], [1.14944, 3.97532, 2.98547], [-3.33495, 4.98376, -0.53782], [-3.79003, 4.25400, -1.78551], [1.26760, -0.40398, 2.50002], [1.25544, -5.89509, 0.80181], [2.08794, -4.35291, -4.90989], [-0.18593, 5.71021, 2.81552], [-0.01557, 3.58019, 2.10481], [2.62043, -2.19613, 2.90306], [-4.29646, 6.42084, -2.00460], [-4.75371, 3.77717, -1.56872], [3.35538, -1.97164, 3.68164], [1.15301, -1.95979, -3.58384], [3.28245, -2.54664, -2.61158], [-1.56420, -1.98265, -1.00100], [0.59757, -3.11862, -2.44905], [0.95783, -6.30141, 1.75899], [1.91725, 4.37736, 2.29711], [-0.82319, -1.03230, 0.32039], [0.36248, 3.03847, 1.24576], [1.40000, -6.71280, 0.09608], [2.41966, -3.26488, 2.91364], [2.15093, -5.28932, 0.81118], [4.05559, -1.40635, 1.46040], [-3.13705, 3.48461, -2.16458], [-3.62823, 4.61292, 0.44024], [1.61000, 3.10916, 3.45219], [-2.41462, -1.80058, 0.57064]], "forces_ev_per_angstrom": [[0.0401, 0.7422, 0.5007], [-0.1205, -0.0485, -0.0840], [-0.1270, 0.0430, -0.2663], [0.0632, 0.0358, -0.5390], [-0.2504, -0.0741, -0.5852], [0.4423, 0.4197, 0.2890], [0.1507, -0.4566, -0.4927], [-0.1314, 0.5476, 0.1572], [0.7767, -0.1729, -0.4332], [0.4645, -0.4803, 0.0091], [0.0653, -0.2854, -0.1191], [-0.7746, -0.3080, -0.0658], [-0.5212, 0.6262, -0.2562], [-0.1719, -0.4915, -0.1805], [0.1491, 0.1137, 0.4383], [0.5295, -0.0919, -0.5048], [-0.1225, 0.1439, -0.2876], [0.2605, -0.0934, -0.0306], [0.1679, -0.2884, -0.4090], [-1.1384, 2.4417, -1.2878], [-0.3256, -0.2641, 0.0219], [0.8042, 0.0202, 0.0417], [-0.4292, -1.1517, 0.1235], [0.1932, 0.1557, 0.2927], [-0.1024, 0.7136, 0.9989], [-0.2041, 0.0216, 0.2939], [0.6898, -0.1547, -1.6031], [-0.3817, 0.7596, 0.0527], [-0.4126, -0.2930, 0.5635], [0.2047, -0.6244, 0.6280], [0.1390, -0.5420, -0.8521], [-0.5522, 0.1523, 0.0109], [0.3788, -0.3977, 1.0033], [0.3697, 0.4532, 1.4040], [-0.6787, 0.4907, 0.7369], [1.0944, -1.8046, 1.2511], [-0.0009, 0.1544, -0.1699], [0.0706, 0.0035, -0.2471], [0.2201, -0.0837, -0.4716], [0.2133, -0.0229, -0.3318], [-0.1724, -0.0737, -0.0856], [-0.0479, -0.6167, -0.1355], [-0.1269, 0.1632, 0.1497], [-0.0623, -0.1878, 0.1886], [-0.0046, 0.0999, 0.0802], [-0.8177, 0.0493, -0.4937], [0.1424, -0.1342, 0.2708], [0.0288, 0.0650, -0.3762], [-0.1260, 0.3150, 0.2214], [-0.2028, 0.5680, -0.2000], [0.4640, 0.1214, -0.1243], [0.1999, -0.4215, -0.1037], [-0.4487, 0.3492, 1.0349], [0.1320, -0.2055, -0.0263]], "mulliken_charge": [-0.2276, -0.3036, -0.2913, -0.3036, -0.5744, -0.5334, -0.2436, -0.4268, -0.2902, -0.3696, -0.3550, -0.5368, -0.4820, -0.3416, -0.3460, -0.3516, -0.4508, -0.3299, -0.4711, -0.4546, 0.9802, 0.8835, 0.4030, -0.4614, -0.0017, 0.3774, -0.6031, 0.3617, -0.3260, 0.6194, -0.7759, 0.5547, 0.4552, 0.4558, -0.3987, 0.5570, 0.2818, 0.2928, 0.2409, 0.2807, 0.2474, -0.0214, 0.2993, 0.3649, 0.0371, 0.3260, 0.3350, 0.2176, 0.2364, 0.2013, 0.2767, 0.3288, 0.3633, 0.2938]}